[1]
Below is one molecule with the formula C2H4N2S at a distorted geometry, with properties calculated with wB97M-V/def2-TZVPD.

Last columns: bonded neighbours and bond lengths (Å).
Atoms and positions in Å:
1 C -1.5299 -0.4587 -0.1607  N2 1.313, H6 1.075, H7 1.141
2 N -0.9282 0.6932 0.0235  C1 1.313, N3 1.339
3 N 0.3891 0.9275 -0.0314  N2 1.339, C4 1.408, H8 1.002
4 C 1.3028 -0.1389 0.0768  N3 1.408, S5 1.659, H9 1.105
5 S 2.9438 0.0331 -0.0940  C4 1.659
6 H -2.5843 -0.4080 -0.3616  C1 1.075
7 H -1.1216 -1.4648 0.1885  C1 1.141
8 H 0.8455 1.8198 -0.0159  N3 1.002
9 H 0.6828 -1.0033 0.3749  C4 1.105

* SMILES: C=NNC=S
* ΔE to the lowest compared entry with this formula, charge and spin: 50.95 kcal per mole
* F_max: 4.57 eV Å⁻¹
* gap between HOMO and LUMO: 8.4126 eV
* HOMO energy: -8.9 eV
* total energy: -586.21320 hartree

Charges obtained by Mulliken population analysis, quoted in units of e:
1 C -0.266
2 N -0.544
3 N 0.161
4 C 0.104
5 S -0.308
6 H 0.266
7 H 0.217
8 H 0.250
9 H 0.120

***

[2]
Below is a 2-piece molecular cluster, C5H13NO overall, with properties calculated with wB97M-V/def2-TZVPD.

Last columns: bonded neighbours and bond lengths (Å).
Atoms and positions in Å:
1 C -0.7967 0.8843 -2.0139  C2 1.583, H7 1.094, H8 1.089, H9 1.093
2 C 0.4045 0.1508 -1.2890  C1 1.583, C3 1.519, N6 1.394, H10 1.086
3 C 0.0292 -0.2545 0.1265  C2 1.519, C4 1.500, H11 1.097, H12 1.097
4 C -1.0836 -1.2607 0.1321  C3 1.500, C5 1.325, H13 1.082
5 C -2.0138 -1.2896 1.0753  C4 1.325, H14 1.079, H15 1.081
6 N 1.4544 1.0668 -1.3233  C2 1.394, H16 1.018, H17 1.021
7 H -1.0919 1.7725 -1.4471  C1 1.094
8 H -0.4993 1.2272 -3.0036  C1 1.089
9 H -1.6074 0.1557 -2.0974  C1 1.093
10 H 0.6235 -0.7244 -1.8944  C2 1.086
11 H -0.2677 0.5559 0.8039  C3 1.097
12 H 0.9323 -0.6764 0.5851  C3 1.097
13 H -1.0976 -2.0163 -0.6427  C4 1.082
14 H -2.7950 -2.0346 1.0717  C5 1.079
15 H -2.0052 -0.5822 1.8922  C5 1.081
16 H 2.0236 1.1966 -2.1577  N6 1.018
17 H 1.3545 1.8995 -0.7413  N6 1.021
18 H 2.4177 -0.7696 3.6715  O20 0.961
19 H 1.8769 0.6120 3.2454  O20 0.962
20 O 2.1415 0.0872 4.0067  H18 0.961, H19 0.962

* ΔE to the lowest compared entry with this formula, charge and spin: 42.89 kcal per mole
* net charge: +1
* F_max: 0.95 eV Å⁻¹
* gap between HOMO and LUMO (alpha / beta): 10.3219 / 5.3795 eV
* HOMO energy (alpha / beta): -13.8 / -13.8 eV
* total energy: -327.94695 hartree
* multiplicity: 2

Charges obtained by Mulliken population analysis, quoted in units of e:
1 C -1.195
2 C -0.010
3 C -0.427
4 C -0.216
5 C -0.828
6 N -0.135
7 H 0.375
8 H 0.415
9 H 0.389
10 H 0.335
11 H 0.397
12 H 0.337
13 H 0.364
14 H 0.284
15 H 0.252
16 H 0.329
17 H 0.329
18 H 0.325
19 H 0.289
20 O -0.608

***

[3]
Below is a 22-piece molecular cluster, C40H12Cl84F5IO2 overall at a distorted geometry, with properties calculated with wB97M-V/def2-TZVPD.

Last columns: bonded neighbours and bond lengths (Å).
Atoms and positions in Å:
1 O -3.7170 -1.2715 -0.3325  C2 1.208
2 C -2.8816 -0.3999 -0.2840  O1 1.208, C3 1.492, C27 1.493
3 C -1.7763 -0.3912 0.7174  C2 1.492, C4 1.386, C8 1.398
4 C -1.1267 -1.5482 1.1195  C3 1.386, C5 1.386, H28 1.082
5 C -0.1047 -1.4733 2.0528  C4 1.386, C6 1.394, H29 1.083
6 C 0.2715 -0.2591 2.6246  C5 1.394, C7 1.387, H30 1.085
7 C -0.3776 0.8959 2.2136  C6 1.387, C8 1.380, H31 1.084
8 C -1.3730 0.8324 1.2596  C3 1.398, C7 1.380, C9 1.497
9 C -2.0932 2.0442 0.7565  C8 1.497, O10 1.207, C11 1.499
10 O -2.4204 2.9637 1.4675  C9 1.207
11 C -2.4419 1.9868 -0.7000  C9 1.499, C12 1.381, C27 1.396
12 C -2.3741 3.0928 -1.5245  C11 1.381, C13 1.395, H32 1.084
13 C -2.7416 3.0064 -2.8671  C12 1.395, C14 1.506, C24 1.396
14 C -2.6135 4.2510 -3.7052  C13 1.506, C15 1.564, H33 1.090, H34 1.085
15 C -1.1157 4.5786 -4.0128  C14 1.564, C16 1.525, H35 1.090, H36 1.089
16 C -0.2621 3.3265 -4.1830  C15 1.525, C17 1.531, H37 1.093, H38 1.087
17 C 1.1307 3.6415 -4.7341  C16 1.531, F18 1.367, F19 1.348, C20 1.540
18 F 1.9374 3.9657 -3.6791  C17 1.367
19 F 1.1447 4.6922 -5.5788  C17 1.348
20 C 1.7469 2.4180 -5.4370  C17 1.540, F21 1.338, F22 1.334, F23 1.336
21 F 1.1657 2.2518 -6.6309  C20 1.338
22 F 3.0590 2.5634 -5.6261  C20 1.334
23 F 1.5506 1.3136 -4.7118  C20 1.336
24 C -3.1963 1.7775 -3.3489  C13 1.396, I25 2.105, C26 1.391
25 I -3.8278 1.5469 -5.3433  C24 2.105
26 C -3.2600 0.6496 -2.5380  C24 1.391, C27 1.380, H39 1.081
27 C -2.8663 0.7626 -1.2200  C2 1.493, C11 1.396, C26 1.380
28 H -1.4047 -2.5076 0.7023  C4 1.082
29 H 0.4009 -2.3860 2.3425  C5 1.083
30 H 1.0476 -0.2477 3.3829  C6 1.085
31 H -0.1245 1.8573 2.6446  C7 1.084
32 H -2.0276 4.0282 -1.0998  C12 1.084
33 H -2.9977 5.0920 -3.1288  C14 1.090
34 H -3.1433 4.1781 -4.6495  C14 1.085
35 H -0.7388 5.2303 -3.2245  C15 1.090
36 H -1.0844 5.1321 -4.9502  C15 1.089
37 H -0.7414 2.6626 -4.9076  C16 1.093
38 H -0.0849 2.8012 -3.2481  C16 1.087
39 H -3.6159 -0.3012 -2.9102  C26 1.081
40 C 4.6092 -1.3738 2.5779  Cl41 1.761, Cl42 1.767, Cl43 1.765, Cl44 1.781
41 Cl 4.7474 -3.0883 2.2006  C40 1.761
42 Cl 5.3863 -1.0717 4.1362  C40 1.767
43 Cl 5.4204 -0.3884 1.3588  C40 1.765
44 Cl 2.8821 -0.9422 2.6375  C40 1.781
45 C 1.2922 -0.9544 6.9389  Cl46 1.771, Cl47 1.767, Cl48 1.778, Cl49 1.762
46 Cl 2.5844 -1.2675 5.7690  C45 1.771
47 Cl 0.8559 -2.4563 7.7623  C45 1.767
48 Cl 1.8729 0.2625 8.0982  C45 1.778
49 Cl -0.1397 -0.3231 6.1293  C45 1.762
50 C -6.6285 -2.4657 1.3702  Cl51 1.765, Cl52 1.766, Cl53 1.766, Cl54 1.768
51 Cl -5.8849 -3.9854 0.8669  C50 1.765
52 Cl -5.5663 -1.6327 2.5093  C50 1.766
53 Cl -6.8957 -1.4326 -0.0368  C50 1.766
54 Cl -8.1818 -2.7963 2.1480  C50 1.768
55 C 4.8942 -3.3818 9.2025  Cl56 1.769, Cl57 1.771, Cl58 1.764, Cl59 1.763
56 Cl 6.6087 -2.9474 9.2464  C55 1.769
57 Cl 4.6005 -4.4767 7.8420  C55 1.771
58 Cl 4.4536 -4.1837 10.7106  C55 1.764
59 Cl 3.9230 -1.9249 8.9943  C55 1.763
60 C 3.4637 -6.8528 2.8013  Cl61 1.762, Cl62 1.769, Cl63 1.778, Cl64 1.764
61 Cl 3.4600 -7.5039 4.4382  C60 1.762
62 Cl 5.1258 -6.4419 2.3558  C60 1.769
63 Cl 2.8395 -8.0430 1.6376  C60 1.778
64 Cl 2.4607 -5.4027 2.7466  C60 1.764
65 C 0.0300 -10.3846 4.8482  Cl66 1.766, Cl67 1.771, Cl68 1.765, Cl69 1.767
66 Cl 0.1634 -12.1212 4.5550  C65 1.766
67 Cl 0.7876 -9.9797 6.3965  C65 1.771
68 Cl 0.8621 -9.4971 3.5701  C65 1.765
69 Cl -1.6747 -9.9209 4.8877  C65 1.767
70 C 4.8820 2.8238 7.6010  Cl71 1.767, Cl72 1.763, Cl73 1.769, Cl74 1.769
71 Cl 6.2399 3.9518 7.6728  C70 1.767
72 Cl 3.4732 3.6384 6.9222  C70 1.763
73 Cl 5.3132 1.4512 6.5723  C70 1.769
74 Cl 4.5240 2.2484 9.2356  C70 1.769
75 C -7.5431 2.3499 3.3647  Cl76 1.767, Cl77 1.765, Cl78 1.765, Cl79 1.768
76 Cl -6.0094 2.6092 4.2024  C75 1.767
77 Cl -8.0313 3.8314 2.5396  C75 1.765
78 Cl -7.3558 1.0637 2.1704  C75 1.765
79 Cl -8.7861 1.8863 4.5330  C75 1.768
80 C 1.9167 7.2441 6.3817  Cl81 1.766, Cl82 1.768, Cl83 1.767, Cl84 1.766
81 Cl 3.6447 7.5723 6.5373  C80 1.766
82 Cl 1.6527 6.1025 5.0571  C80 1.768
83 Cl 1.3106 6.5504 7.8894  C80 1.767
84 Cl 1.0570 8.7476 6.0385  C80 1.766
85 C 4.4385 4.3122 0.1049  Cl86 1.768, Cl87 1.767, Cl88 1.768, Cl89 1.763
86 Cl 5.1846 5.3182 1.3534  C85 1.768
87 Cl 4.7529 2.6103 0.4604  C85 1.767
88 Cl 2.6936 4.5945 0.0936  C85 1.768
89 Cl 5.1228 4.7250 -1.4671  C85 1.763
90 C 2.8210 -10.2142 9.9432  Cl91 1.765, Cl92 1.765, Cl93 1.770, Cl94 1.765
91 Cl 1.6618 -11.5399 9.8231  C90 1.765
92 Cl 4.4352 -10.8006 9.5357  C90 1.765
93 Cl 2.3616 -8.9314 8.8143  C90 1.770
94 Cl 2.8211 -9.5737 11.5882  C90 1.765
95 C -5.4018 2.5719 -9.4429  Cl96 1.768, Cl97 1.780, Cl98 1.763, Cl99 1.762
96 Cl -4.5101 3.8130 -8.5541  C95 1.768
97 Cl -5.0188 0.9714 -8.7658  C95 1.780
98 Cl -7.1312 2.8920 -9.3265  C95 1.763
99 Cl -4.9139 2.6088 -11.1353  C95 1.762
100 C 10.0871 -2.4932 5.0478  Cl101 1.770, Cl102 1.767, Cl103 1.766, Cl104 1.765
101 Cl 8.8039 -2.4833 6.2667  C100 1.770
102 Cl 9.8283 -1.1858 3.8881  C100 1.767
103 Cl 11.6466 -2.2634 5.8450  C100 1.766
104 Cl 10.0829 -4.0430 4.2023  C100 1.765
105 C 10.0192 -7.1700 1.4570  Cl106 1.762, Cl107 1.768, Cl108 1.772, Cl109 1.771
106 Cl 9.8837 -8.8905 1.0998  C105 1.762
107 Cl 10.9025 -6.9626 2.9742  C105 1.768
108 Cl 10.8962 -6.3407 0.1602  C105 1.772
109 Cl 8.3875 -6.4937 1.5795  C105 1.771
110 C -2.3992 5.2350 -13.6321  Cl111 1.766, Cl112 1.767, Cl113 1.769, Cl114 1.764
111 Cl -1.0136 6.3266 -13.7072  C110 1.766
112 Cl -3.8017 6.0047 -14.3833  C110 1.767
113 Cl -2.0104 3.7361 -14.4878  C110 1.769
114 Cl -2.7813 4.8622 -11.9506  C110 1.764
115 C -6.3145 3.7595 -17.3428  Cl116 1.767, Cl117 1.767, Cl118 1.767, Cl119 1.766
116 Cl -4.8886 3.6987 -16.3015  C115 1.767
117 Cl -5.8134 3.6596 -19.0344  C115 1.767
118 Cl -7.3824 2.4036 -16.9631  C115 1.767
119 Cl -7.1744 5.2781 -17.0732  C115 1.766
120 C 13.5393 -10.3422 -1.3100  Cl121 1.766, Cl122 1.766, Cl123 1.768, Cl124 1.765
121 Cl 14.9020 -10.6939 -0.2423  C120 1.766
122 Cl 14.1009 -10.2872 -2.9838  C120 1.766
123 Cl 12.3175 -11.6092 -1.1405  C120 1.768
124 Cl 12.8304 -8.7870 -0.8706  C120 1.765
125 C -11.7720 3.4767 0.2201  Cl126 1.767, Cl127 1.768, Cl128 1.767, Cl129 1.762
126 Cl -11.4562 3.7468 -1.4979  C125 1.767
127 Cl -11.7668 5.0276 1.0700  C125 1.768
128 Cl -13.3501 2.7059 0.4142  C125 1.767
129 Cl -10.5156 2.4396 0.8919  C125 1.762
130 C -8.5315 1.4823 -4.6995  Cl131 1.764, Cl132 1.769, Cl133 1.768, Cl134 1.766
131 Cl -7.4815 1.0917 -6.0626  C130 1.764
132 Cl -7.5571 1.6335 -3.2312  C130 1.769
133 Cl -9.3566 3.0136 -5.0174  C130 1.768
134 Cl -9.7277 0.2019 -4.4836  C130 1.766
135 C 2.9346 -0.9384 13.1381  Cl136 1.768, Cl137 1.766, Cl138 1.766, Cl139 1.766
136 Cl 2.1581 0.1308 14.3120  C135 1.768
137 Cl 4.6690 -1.0137 13.4631  C135 1.766
138 Cl 2.2338 -2.5540 13.2726  C135 1.766
139 Cl 2.6732 -0.3140 11.5067  C135 1.766
140 C -7.7368 8.7501 -13.9077  Cl141 1.765, Cl142 1.767, Cl143 1.767, Cl144 1.766
141 Cl -7.1388 10.2314 -13.1565  C140 1.765
142 Cl -8.6972 9.1566 -15.3345  C140 1.767
143 Cl -6.3696 7.7400 -14.3900  C140 1.767
144 Cl -8.7397 7.8654 -12.7549  C140 1.766

* F_max: 1.63 eV Å⁻¹
* gap between HOMO and LUMO: 8.4362 eV
* HOMO energy: -9.3 eV
* total energy: -41134.82842 hartree

These are the Mulliken partial charges, in e, on atoms 1 to 99:
1 O -0.552
2 C -0.101
3 C 0.649
4 C -1.159
5 C -0.696
6 C -0.542
7 C -1.428
8 C 1.080
9 C -0.328
10 O -0.584
11 C 0.639
12 C -0.661
13 C 0.583
14 C -1.650
15 C -0.599
16 C -0.667
17 C 1.086
18 F -0.288
19 F -0.325
20 C 0.511
21 F -0.249
22 F -0.249
23 F -0.240
24 C 0.030
25 I 0.282
26 C -1.014
27 C 0.778
28 H 0.508
29 H 0.655
30 H 1.060
31 H 0.552
32 H 0.554
33 H 0.331
34 H 0.349
35 H 0.304
36 H 0.466
37 H 0.245
38 H 0.240
39 H 0.560
40 C 0.098
41 Cl 0.018
42 Cl -0.001
43 Cl -0.108
44 Cl -0.047
45 C -0.055
46 Cl 0.216
47 Cl -0.049
48 Cl -0.022
49 Cl -0.066
50 C 0.205
51 Cl -0.106
52 Cl -0.068
53 Cl -0.045
54 Cl -0.088
55 C 0.132
56 Cl -0.093
57 Cl -0.058
58 Cl -0.106
59 Cl 0.187
60 C 0.154
61 Cl -0.028
62 Cl -0.033
63 Cl -0.113
64 Cl 0.003
65 C 0.224
66 Cl -0.108
67 Cl -0.005
68 Cl -0.008
69 Cl -0.103
70 C 0.096
71 Cl -0.114
72 Cl 0.015
73 Cl 0.056
74 Cl -0.060
75 C 0.185
76 Cl -0.105
77 Cl -0.071
78 Cl 0.139
79 Cl -0.100
80 C 0.287
81 Cl -0.080
82 Cl -0.038
83 Cl -0.087
84 Cl -0.106
85 C 0.226
86 Cl -0.095
87 Cl 0.030
88 Cl -0.052
89 Cl -0.096
90 C 0.357
91 Cl -0.097
92 Cl -0.096
93 Cl -0.068
94 Cl -0.101
95 C 0.307
96 Cl -0.093
97 Cl -0.104
98 Cl -0.085
99 Cl -0.060